Entry 1:
Entry from the OMol25 dataset: a structure of composition C35H40CeN9O6SSi in a non-equilibrium geometry (ωB97M-V/def2-TZVPD).

Geometry as XYZ:
```
93
Properties=species:S:1:pos:R:3:forces:R:3:lowdin_charge:R:1
Ce 1.116 0.012 0.549 1.446 -1.392 0.741 1.471
S -6.150 2.599 -0.993 -0.483 -0.770 0.125 0.668
Si 3.328 0.127 -2.608 0.164 1.410 0.920 0.442
O -2.415 2.255 -4.670 1.775 -1.980 1.455 0.082
O 2.491 2.100 4.483 -0.486 -0.683 -1.285 0.046
O -5.821 2.976 0.368 0.103 0.163 -0.778 -0.324
O -0.890 0.629 -4.644 -1.464 1.399 0.959 0.080
O -1.456 -3.160 2.423 0.871 2.874 -1.209 0.016
O -6.812 3.474 -1.927 0.762 0.376 0.317 -0.311
N -2.084 2.413 -1.797 -0.294 -0.540 1.091 0.099
N -0.206 1.680 -0.818 -1.037 0.184 0.417 -0.004
N -0.448 -1.030 2.062 0.708 0.638 -0.246 -0.018
N 2.481 -2.154 0.479 -0.764 -0.063 1.313 0.035
N 1.245 0.934 2.867 2.092 0.465 -3.510 -0.019
N -1.590 1.494 -4.075 -0.925 0.440 -4.344 -0.274
N -0.683 -1.701 -0.657 -0.818 0.688 1.561 0.052
N 3.560 0.982 1.319 -0.787 -0.290 2.260 0.032
N 2.546 -0.782 -1.347 -0.759 0.937 1.786 -0.147
C 4.690 2.350 3.002 -0.983 -0.676 0.019 0.034
C 5.078 -0.509 -2.900 -0.345 -1.167 -1.295 -0.156
C -7.252 1.161 -0.970 0.105 -0.459 -0.876 -0.289
C -1.198 -1.150 4.402 -1.357 -0.614 1.914 -0.013
C -1.433 -0.470 5.647 0.371 -0.438 -1.514 -0.062
C 2.329 1.604 3.357 0.566 1.182 1.222 -0.414
C -1.381 2.328 -0.599 0.714 -0.155 -2.327 -0.254
C -0.885 0.781 5.873 0.173 0.966 -1.090 -0.063
C 2.378 -3.377 1.092 0.019 -0.171 -0.351 -0.266
C -1.008 -1.836 -1.939 -0.240 -0.890 -0.861 -0.125
C -2.061 -2.635 -2.434 0.232 -0.430 0.484 -0.007
C 2.951 -4.426 -0.989 0.763 1.046 -0.469 -0.040
C -0.508 -0.553 3.413 1.183 0.661 -0.861 -0.214
C -1.112 -2.155 1.718 -0.925 -3.068 1.078 -0.437
C -1.452 -2.320 0.271 0.188 -1.390 -1.786 -0.146
C -1.649 3.015 0.665 0.251 1.337 0.829 0.034
C -0.210 1.297 -2.110 0.423 -0.747 -1.255 -0.087
C 2.766 -2.020 -0.815 -0.530 -1.219 -2.415 -0.470
C 3.020 -3.174 -1.638 -0.342 -0.819 1.707 0.009
C -2.411 -3.307 -0.130 1.217 2.094 0.280 0.029
C 2.233 0.229 -4.117 -0.778 0.217 -1.064 -0.187
C 3.286 1.966 -1.935 -0.277 -1.601 -0.404 -0.133
C 1.931 -3.410 2.530 -0.172 0.411 -0.104 -0.004
C -1.356 1.678 -2.741 0.787 0.746 3.095 -0.146
C 0.235 0.635 3.693 -1.962 -0.507 2.538 -0.280
C -6.815 -0.087 -0.213 1.644 0.184 -0.077 -0.119
C 2.640 -4.549 0.375 -0.450 0.538 0.195 -0.022
C -0.002 1.345 4.881 -0.618 0.194 0.761 0.007
C -4.575 1.921 -1.709 -0.571 -0.567 -0.286 -0.187
C 4.761 0.671 0.867 0.717 0.380 -0.912 -0.139
C -2.755 -3.425 -1.469 0.303 0.657 -0.078 -0.027
C 3.549 1.682 2.490 0.624 0.369 -0.768 -0.147
C 5.914 2.114 2.390 -0.749 0.076 -0.818 -0.020
C 5.949 1.268 1.280 -0.300 -0.795 0.452 -0.016
C -3.471 2.925 -2.024 0.110 0.634 0.243 -0.108
H -3.648 3.792 -1.406 0.471 0.406 0.340 0.125
H 2.342 2.368 -2.327 0.405 0.347 0.098 0.015
H 1.472 -0.563 -4.137 0.158 0.017 0.060 0.025
H 5.143 -1.627 -2.971 -0.321 0.849 0.025 0.041
H 0.527 2.340 5.016 -1.070 -1.711 0.081 0.129
H 4.768 -0.094 0.117 0.121 -0.059 -0.599 0.094
H 5.818 -0.257 -2.164 0.186 0.487 0.451 0.013
H 2.279 -4.320 2.987 0.012 -0.456 0.186 0.082
H 0.829 -3.374 2.620 0.525 -0.112 -0.088 0.073
H -2.709 2.933 0.937 0.295 -0.170 0.369 0.094
H 6.790 2.594 2.755 0.616 0.231 0.204 0.109
H -6.281 -0.824 -0.844 -0.551 0.282 0.198 0.082
H -7.398 0.985 -2.064 -0.058 -0.011 0.858 0.112
H -2.134 -0.980 6.287 0.106 0.224 0.553 0.098
H 2.335 -2.588 3.131 -0.014 0.053 -0.310 0.094
H 4.555 2.953 3.918 0.210 -0.541 -0.692 0.136
H -0.910 2.673 1.480 -1.403 0.450 -1.195 0.117
H 5.426 -0.150 -3.891 -0.060 -0.019 0.529 0.045
H -4.805 1.395 -2.636 -0.359 -0.190 0.137 0.109
H -1.487 4.131 0.486 -0.051 -1.310 0.329 0.135
H -7.635 -0.525 0.308 -0.718 -0.560 -0.013 0.067
H -4.325 1.190 -0.936 0.370 0.063 -0.101 0.096
H -1.188 1.422 6.718 0.370 -0.669 -0.325 0.110
H -1.588 -2.164 4.218 -0.026 0.893 0.344 0.111
H 3.239 -5.336 -1.505 -0.361 0.114 -0.294 0.111
H -2.229 -2.708 -3.540 0.067 0.120 1.356 0.129
H 0.604 0.772 -2.619 -0.361 0.217 0.539 0.072
H -6.113 0.147 0.597 -0.034 0.271 -0.097 0.076
H -3.487 3.271 -3.070 -0.184 -0.315 0.576 0.127
H -2.843 -3.853 0.678 -0.420 -0.382 0.113 0.113
H 2.501 -5.555 0.817 0.292 0.919 -0.148 0.129
H 3.233 1.910 -0.850 0.092 0.335 0.066 -0.017
H 2.845 0.027 -4.996 0.052 0.075 -0.218 0.036
H -0.307 -1.352 -2.598 -0.144 0.110 -0.471 0.089
H 3.132 -3.089 -2.718 0.181 0.035 0.361 0.108
H 6.853 0.921 0.781 -0.050 0.359 0.313 0.118
H -8.216 1.489 -0.559 0.442 0.523 -0.207 0.114
H -3.582 -4.109 -1.659 0.376 0.167 -0.607 0.118
H 1.654 1.184 -4.357 1.072 -1.065 0.550 0.062
H 4.152 2.553 -2.230 -0.131 0.189 -0.048 0.040
```
Forces are in eV/Å.

Charge = +1
HOMO (alpha / beta) = -9.9853 / -9.9787 eV
2S+1 = 1
Gap between HOMO and LUMO (alpha / beta) = 4.8806 / 4.7899 eV

Entry 2:
Entry from the OMol25 dataset: a structure of composition C35H40NO5Zr in a non-equilibrium geometry (ωB97M-V/def2-TZVPD).

Geometry as XYZ:
```
82
Properties=species:S:1:pos:R:3:forces:R:3:lowdin_charge:R:1
Zr 0.048 0.111 0.258 -0.440 0.920 -0.405 1.676
O -1.606 0.574 -7.934 0.786 -1.592 -0.121 0.115
O -0.594 -1.348 -8.373 -0.204 -0.581 0.058 -0.031
O -0.372 0.385 -1.649 0.153 0.301 -0.098 -0.419
O 1.578 0.320 -7.729 0.450 -0.039 0.287 -0.025
O 2.131 -1.019 -5.999 -0.535 0.782 -0.620 0.091
N -0.424 1.411 2.077 -0.091 0.078 -0.188 -0.108
C -0.426 -2.226 0.147 -1.161 -0.410 0.023 -0.231
C 2.330 0.850 -0.785 0.496 -0.932 0.728 -0.141
C -0.682 5.537 1.232 0.042 -0.054 0.017 -0.118
C -0.304 1.263 -5.628 -0.225 -0.273 -0.099 -0.059
C -1.695 1.413 5.591 0.306 -0.257 -0.459 -0.099
C -0.954 0.372 6.157 0.074 -0.176 0.210 -0.127
C -0.582 1.051 3.438 0.127 0.312 -0.425 -0.309
C -0.620 -1.817 1.515 -1.038 -0.364 0.038 -0.250
C 2.279 0.281 1.454 0.638 -0.485 -0.483 -0.195
C -0.481 3.124 -3.308 0.070 0.067 -0.008 -0.157
C 2.210 -0.583 -0.694 0.790 0.786 0.375 -0.204
C -2.423 -1.058 0.272 0.636 -0.315 -0.053 -0.117
C -0.141 -0.169 -6.190 0.542 -0.282 -1.128 -0.250
C -1.092 4.603 0.269 0.306 -0.063 0.202 -0.090
C -0.116 5.103 2.438 -0.077 -0.445 -0.326 -0.103
C -1.523 1.737 4.246 0.051 -0.153 0.226 -0.048
C -0.025 -0.328 5.380 -0.514 0.322 -0.016 -0.101
C -2.966 2.549 -3.198 0.018 0.161 -0.113 -0.168
C 2.950 0.240 -8.115 0.165 0.060 -0.119 -0.040
C 2.364 1.371 0.539 0.091 -0.546 -0.395 -0.145
C 0.162 0.007 4.041 -0.135 0.211 -0.102 -0.064
C -0.648 -1.149 -5.089 -0.128 0.012 -0.056 -0.064
C -1.557 -1.772 -0.605 -0.020 -0.724 1.093 -0.147
C 1.301 -0.348 -6.597 0.676 -1.120 1.297 -0.468
C -1.605 2.261 -3.661 0.017 -0.680 -0.166 -0.435
C -1.412 1.123 -4.571 -0.296 0.174 0.545 -0.287
C 0.049 -0.165 -2.883 -0.278 -0.035 0.472 -0.261
C -0.979 3.233 0.516 0.187 -0.110 0.741 -0.033
C -0.466 2.784 1.768 -0.241 -0.098 0.026 -0.320
C 2.184 -0.933 0.695 0.966 0.815 0.004 -0.236
C 0.014 3.738 2.692 -0.101 0.420 -0.296 -0.064
C -1.086 -0.265 -3.901 0.313 -0.048 -0.530 -0.221
C 0.062 -2.605 -8.038 -0.273 0.677 -0.101 -0.020
C -0.854 -0.305 -7.552 -1.300 1.671 0.319 -0.416
C -1.839 -1.063 1.573 0.293 -1.136 -0.123 -0.169
H 0.548 -1.149 5.812 -0.107 0.209 -0.054 0.096
H -2.419 1.969 6.183 0.119 -0.147 -0.066 0.096
H 0.463 3.395 3.624 -0.152 0.089 -0.239 0.111
H 2.255 -1.945 1.085 -0.234 0.303 -0.034 0.111
H 0.460 -1.179 -2.703 -0.231 0.169 -0.057 0.100
H -0.050 3.627 -4.194 0.411 0.408 0.078 0.047
H 1.104 -2.568 -8.395 -0.350 0.009 0.296 0.093
H -0.057 -2.182 2.371 -0.064 0.385 -0.339 0.103
H -3.613 1.662 -3.279 -0.068 0.170 0.155 0.058
H -2.112 2.549 3.812 0.229 -0.319 0.072 0.119
H 3.008 0.752 -9.073 0.052 -0.012 0.052 0.092
H -2.309 -0.684 2.484 0.396 0.044 -0.473 0.113
H -3.413 -0.671 0.012 0.654 0.150 0.043 0.113
H 0.335 2.550 -2.833 0.467 0.325 0.248 0.038
H -1.515 -1.714 -5.465 0.303 0.057 0.045 0.126
H 2.534 2.418 0.805 -0.414 -0.443 -0.103 0.116
H 0.643 1.581 -5.162 -0.292 -0.026 -0.120 0.124
H -2.368 0.971 -5.101 0.138 -0.240 -0.250 0.140
H 0.905 -0.546 3.466 -0.371 0.285 0.148 0.069
H -3.439 3.352 -3.794 -0.652 0.294 0.077 0.039
H 0.013 -2.859 -6.966 0.055 0.235 -0.447 0.090
H 0.232 5.812 3.192 -0.098 -0.082 -0.280 0.094
H -1.329 2.496 -0.225 0.049 0.434 0.215 0.091
H 0.348 -2.900 -0.220 -0.233 0.335 0.112 0.113
H 3.268 -0.805 -8.217 -0.062 0.285 0.066 0.092
H -0.569 1.946 -6.442 0.130 -0.036 0.378 0.132
H -0.786 6.604 1.038 -0.005 -0.250 0.000 0.088
H 0.162 -1.843 -4.834 -0.184 -0.055 -0.026 0.105
H -0.495 -3.339 -8.633 0.232 0.051 0.291 0.092
H -0.794 3.900 -2.594 0.182 -0.077 -0.161 0.049
H 2.501 1.419 -1.698 -0.518 -0.156 0.267 0.112
H 2.294 -1.286 -1.522 -0.323 0.295 0.265 0.111
H 0.896 0.414 -3.287 -0.191 0.040 0.006 0.116
H -1.110 0.094 7.202 0.081 0.111 -0.282 0.088
H -1.498 4.945 -0.685 0.090 -0.134 0.296 0.095
H -1.779 -2.051 -1.633 0.303 0.519 0.202 0.108
H 3.580 0.744 -7.370 -0.111 -0.180 -0.202 0.101
H -1.991 -0.654 -3.409 0.306 0.074 -0.069 0.134
H -2.973 2.891 -2.151 -0.300 -0.024 0.159 0.041
H 2.434 0.350 2.532 -0.375 0.054 -0.498 0.101
```
Forces are in eV/Å.

Charge = -1
HOMO (alpha / beta) = -0.2656 / -0.4896 eV
2S+1 = 1
Gap between HOMO and LUMO (alpha / beta) = 2.5902 / 2.8139 eV

Which value of 2S+1 does entry 2 give? 1